# 1
{"formula": "C3H5NO2", "method": "ωB97M-V with the def2-TZVPD basis set", "orbital_gap_ev": 10.0, "molar_mass_g_mol": 87.08, "de_lowest_kcal_mol": 76.3, "e_tot_ha": -322.45274, "species": ["O", "C", "C", "O", "C", "N", "H", "H", "H", "H", "H"], "xyz": [[-1.513, -0.101, 1.070], [-1.081, 0.359, -0.147], [0.426, 0.223, -0.044], [0.609, -1.187, 0.756], [1.130, 0.239, -1.321], [1.683, 0.207, -2.337], [-0.606, -0.892, 1.218], [-1.545, -0.115, -1.034], [-1.070, 1.457, -0.383], [0.788, 0.968, 0.664], [1.179, -1.158, 1.557]], "forces_ev_per_angstrom": [[1.21, -1.43, 0.53], [0.64, 0.61, -0.51], [0.97, -1.95, 1.05], [0.40, 1.44, -1.14], [0.88, -0.65, -0.54], [-0.65, 0.18, 1.01], [-2.79, 1.87, -0.22], [0.38, -0.17, 0.33], [-1.02, -0.35, 0.63], [0.13, -0.10, -0.20], [-0.15, 0.55, -0.93]], "lowdin_charge": [-0.148, -0.317, -0.200, -0.039, -0.152, 0.178, 0.124, 0.134, 0.140, 0.152, 0.128]}

---

# 2
{"formula": "C3H5NO2", "method": "ωB97M-V with the def2-TZVPD basis set", "orbital_gap_ev": 8.2, "molar_mass_g_mol": 87.08, "de_lowest_kcal_mol": 140.4, "e_tot_ha": -322.35066, "species": ["N", "C", "O", "C", "C", "O", "H", "H", "H", "H", "H"], "xyz": [[1.584, 0.719, 0.462], [2.000, 0.317, -0.540], [-0.448, -0.510, -1.012], [-1.056, -1.036, 0.167], [-1.105, 0.421, -0.042], [-0.379, 1.290, 0.625], [1.465, 0.965, 1.428], [1.867, 0.064, -1.575], [-0.358, -1.405, 0.926], [-1.912, -1.693, -0.007], [-2.025, 0.812, -0.498]], "forces_ev_per_angstrom": [[0.87, -0.47, -0.98], [-0.61, 0.44, 0.90], [0.21, -0.06, -0.24], [-0.13, -0.11, 0.19], [-0.45, 0.08, 0.14], [-0.10, -0.04, -0.03], [-0.08, 0.05, -0.02], [0.11, 0.00, 0.08], [-0.10, 0.06, -0.13], [0.11, 0.14, 0.02], [0.16, -0.07, 0.07]], "lowdin_charge": [0.208, 0.163, -0.145, -0.154, -0.483, -0.180, 0.142, 0.114, 0.100, 0.100, 0.134]}

---

# 3
{"formula": "C3H5NO2", "method": "ωB97M-V with the def2-TZVPD basis set", "smiles": "CC1=NOCO1", "orbital_gap_ev": 10.2, "molar_mass_g_mol": 87.08, "de_lowest_kcal_mol": 117.2, "e_tot_ha": -322.38759, "species": ["C", "C", "C", "H", "H", "H", "H", "H", "N", "O", "O"], "xyz": [[-1.813, 0.094, -0.073], [-0.310, 0.330, -0.107], [1.933, -0.451, -0.008], [-2.517, 0.550, -0.766], [-2.292, 0.322, 0.728], [-2.255, -0.951, 0.208], [2.631, -0.966, -0.635], [2.155, -0.488, 1.219], [0.322, 1.401, -0.121], [1.718, 0.970, -0.147], [0.430, -0.811, -0.300]], "forces_ev_per_angstrom": [[0.72, -3.12, -3.12], [-1.29, -3.13, -0.95], [-5.33, 2.91, 4.16], [0.88, -0.07, -0.96], [-1.83, 3.37, 6.06], [1.92, 0.58, -1.93], [0.03, 0.08, -0.66], [-0.48, -1.01, -3.21], [1.88, 0.38, 0.72], [1.46, 0.95, -1.18], [2.02, -0.93, 1.07]], "lowdin_charge": [0.011, -0.417, -0.043, 0.090, -0.012, 0.136, 0.108, 0.174, 0.156, -0.163, -0.039]}

---

# 4
{"formula": "C3H5NO2", "method": "ωB97M-V with the def2-TZVPD basis set", "smiles": "N#CC(=O)CO.[H][H]", "orbital_gap_ev": 10.6, "molar_mass_g_mol": 87.08, "de_lowest_kcal_mol": 80.3, "e_tot_ha": -322.44635, "species": ["O", "C", "C", "O", "C", "N", "H", "H", "H", "H", "H"], "xyz": [[-0.034, 0.681, 1.610], [-0.435, 0.803, 0.269], [-0.270, -0.584, -0.350], [-0.493, -1.551, 0.344], [-0.076, -0.720, -1.801], [-0.054, -0.815, -2.954], [1.424, 0.059, 0.867], [-1.507, 1.020, 0.228], [0.131, 1.601, -0.226], [1.596, -0.255, 0.184], [-0.283, -0.240, 1.828]], "forces_ev_per_angstrom": [[-0.83, 0.11, 0.33], [-0.13, 0.02, 0.03], [-1.02, -0.24, 0.27], [0.13, 0.19, -0.54], [-0.18, -0.08, -1.08], [0.12, 0.14, 1.10], [1.11, -0.43, -0.78], [-0.04, 0.13, -0.23], [-0.11, -0.35, 0.06], [0.94, 0.22, 0.53], [0.02, 0.31, 0.32]], "lowdin_charge": [-0.104, -0.225, -0.453, 0.095, -0.103, 0.190, 0.120, 0.140, 0.138, 0.107, 0.095]}

---

# 5
{"formula": "C3H5NO2", "method": "ωB97M-V with the def2-TZVPD basis set", "smiles": "O=C1NCCO1", "orbital_gap_ev": 10.7, "molar_mass_g_mol": 87.08, "de_lowest_kcal_mol": 40.0, "e_tot_ha": -322.51052, "species": ["O", "C", "N", "C", "C", "O", "H", "H", "H", "H", "H"], "xyz": [[-1.151, -2.214, 0.942], [-0.577, -1.288, 0.420], [-0.144, -0.165, 1.112], [0.015, 0.877, 0.144], [0.741, 0.217, -0.971], [-0.257, -1.116, -0.910], [-0.655, 0.019, 1.959], [-0.882, 0.989, -0.485], [0.254, 1.860, 0.550], [1.644, -0.368, -0.938], [0.794, 0.971, -1.799]], "forces_ev_per_angstrom": [[0.45, 0.34, -1.16], [0.13, 0.25, 0.14], [-0.25, 0.04, 0.16], [-0.22, 0.32, -0.18], [-0.67, -1.28, 0.01], [0.81, 1.14, -0.26], [-0.02, -0.05, 0.06], [-0.73, 0.65, 0.80], [0.66, -0.24, -0.12], [0.66, 0.45, 0.73], [-0.81, -1.60, -0.18]], "lowdin_charge": [0.098, -0.577, 0.070, -0.218, -0.010, -0.009, 0.143, 0.128, 0.133, 0.110, 0.132]}

---

# 6
{"formula": "C3H5NO2", "method": "ωB97M-V with the def2-TZVPD basis set", "orbital_gap_ev": 9.9, "molar_mass_g_mol": 87.08, "de_lowest_kcal_mol": 105.7, "e_tot_ha": -322.40596, "species": ["N", "C", "O", "C", "C", "O", "H", "H", "H", "H", "H"], "xyz": [[2.063, 1.285, 0.231], [1.064, 0.541, 0.200], [-0.067, 0.829, 0.994], [-1.007, -0.083, 0.911], [-0.408, -1.130, 0.009], [0.830, -0.594, -0.473], [2.800, 0.911, -0.362], [-1.855, 0.887, -0.995], [-2.173, 0.789, -0.325], [-0.221, -2.001, 0.648], [-1.025, -1.433, -0.839]], "forces_ev_per_angstrom": [[-0.17, -0.19, -0.10], [0.25, 0.04, 0.07], [0.00, -0.13, 0.11], [0.32, -0.21, 0.11], [-0.16, -0.12, 0.09], [0.13, 0.12, 0.07], [-0.02, 0.09, 0.00], [-0.17, 0.15, -0.26], [-0.23, 0.16, -0.24], [0.08, -0.03, -0.08], [-0.03, 0.12, 0.23]], "lowdin_charge": [0.199, -0.496, 0.008, -0.042, -0.190, 0.027, 0.078, 0.099, 0.060, 0.133, 0.125]}